[1]
46
Properties=species:S:1:pos:R:3 method="wB97M-V/def2-TZVPD" total_charge=0 gap_ev=7.693
C 1.6115 -2.1645 2.4749
C 1.3417 -0.8654 1.5123
C 1.8278 -1.0710 -0.0422
Si 0.3705 -1.2806 -1.3112
O -0.1483 0.2099 -2.0773
Si 0.1941 1.6312 -1.1069
C 1.9422 2.3998 -1.3661
C 2.6429 2.6978 0.1177
C 1.7284 3.6437 1.0971
F 1.0113 2.8425 2.1506
P -1.3896 3.1199 -1.6498
S -1.9548 4.1371 -0.0911
B 1.1263 -2.3802 -2.7616
O 1.6302 -1.8226 -4.0381
O 1.2249 -3.8603 -2.5274
S -1.2838 -2.4853 -0.5184
O -1.6698 -3.5072 -1.6585
O -0.8237 -3.4006 0.6810
C -2.8330 -1.4977 -0.1653
F -3.9842 -2.2609 -0.7789
F -2.8778 -0.1498 -0.7883
C -3.2094 -1.3210 1.4192
F -4.0197 -2.5103 1.8267
F -2.0528 -1.2411 2.3398
C -4.1443 0.0184 1.7434
F -3.3482 1.2927 1.7288
F -5.3907 0.0812 0.9466
F -4.5671 -0.1521 3.1839
H 1.4393 -3.2061 1.9683
H 2.7698 -2.1314 2.7585
H 1.0263 -1.9968 3.4746
H 0.2378 -0.4786 1.4901
H 1.9943 0.0246 1.9610
H 2.4085 -2.1143 -0.0657
H 2.6445 -0.2758 -0.3965
H 0.0046 1.3502 0.3099
H 2.6615 1.7494 -2.0621
H 1.7697 3.4795 -1.8378
H 2.8984 1.7234 0.7135
H 3.6452 3.3000 -0.0955
H 2.4734 4.3494 1.7018
H 0.9836 4.3579 0.5417
H -0.9368 3.9400 -2.7699
H -2.4976 2.3206 -2.1890
H 2.3469 -2.4920 -4.3252
H 1.1761 -4.0037 -1.5186

---

[2]
31
Properties=species:S:1:pos:R:3 method="wB97M-V/def2-TZVPD" smiles="C#CCCCB[PH2]=O.C1CCOC1" total_charge=0 gap_ev=8.838
C -4.4659 1.0173 -3.0667
C -3.4662 0.9893 -2.1934
C -2.2632 0.6786 -1.1348
C -1.5251 -0.6966 -1.6442
C 0.0281 -0.7842 -1.1891
B 0.8612 -1.7537 -2.2414
P 1.3443 -0.9274 -3.9399
O 2.3784 0.2062 -3.6122
H -5.0846 0.7668 -4.0158
H -1.5102 1.5513 -1.1225
H -2.7040 0.5676 -0.0651
H -1.5280 -0.6652 -2.8042
H -2.1537 -1.6211 -1.3392
H 0.0853 -1.2747 -0.1474
H 0.5303 0.2712 -1.2003
H 1.1568 -2.8626 -1.9615
H 0.1163 -0.4291 -4.5171
H 1.9212 -1.9464 -4.8074
C 1.7484 0.2770 4.0591
C 1.5792 1.5389 3.2460
C 1.1491 0.9921 1.9001
O 0.4299 -0.2230 2.1554
C 0.6289 -0.5938 3.5269
H 1.6874 0.4374 5.1373
H 2.7176 -0.1817 3.8349
H 0.7779 2.1512 3.6738
H 2.4822 2.1498 3.1891
H 2.0148 0.7439 1.2769
H 0.5113 1.6882 1.3493
H -0.3079 -0.4071 4.0632
H 0.8600 -1.6599 3.5900

---

[3]
28
Properties=species:S:1:pos:R:3 method="wB97M-V/def2-TZVPD" spin_multiplicity=2 total_charge=0 gap_ev="8.739 / 9.508"
Br 0.6988 -2.9028 -1.7438
H 0.7075 -1.4514 -1.5414
C 0.1660 0.1478 -1.3973
C -1.3244 -0.0148 -1.3560
C -1.8470 -0.5621 -0.0281
C -1.2601 0.2028 1.1551
C 0.2776 0.1434 1.2015
C 0.8441 0.6135 -0.1507
C 0.7941 1.0944 2.2702
C 0.7499 -1.2752 1.5412
C 0.7052 0.7576 -2.6541
H -1.7618 0.9899 -1.5430
H -1.6485 -0.6569 -2.1958
H -2.9435 -0.4799 -0.0132
H -1.6065 -1.6315 0.0444
H -1.5588 1.2586 1.0986
H -1.6555 -0.1977 2.0986
H 1.9260 0.3659 -0.2041
H 0.7984 1.7301 -0.1774
H 1.8919 1.0791 2.3011
H 0.4720 2.1214 2.0595
H 0.4181 0.8113 3.2634
H 1.8437 -1.3110 1.6028
H 0.3448 -1.5823 2.5152
H 0.4359 -2.0102 0.7834
H 0.3524 1.7992 -2.7368
H 1.8046 0.7610 -2.6495
H 0.3749 0.1999 -3.5439

---

[4]
31
Properties=species:S:1:pos:R:3 method="wB97M-V/def2-TZVPD" total_charge=+2 gap_ev=5.879
Zr 3.8233 0.2381 1.0905
C 0.9666 -2.3008 -0.6033
C 0.2312 -0.9733 -0.7514
C -1.2568 -1.3554 -0.6300
C -2.1710 -0.1782 -0.2691
C -1.6887 0.5479 0.9907
C -0.2318 1.0126 0.8294
N 0.6261 -0.1126 0.4263
O 1.8335 0.1869 0.4316
C 0.1883 1.5553 2.2025
C -0.1846 2.2298 -0.1143
C 0.3951 -0.3109 -2.1272
H 2.0530 -2.1483 -0.6122
H 0.8415 -2.9456 -1.4697
H 0.7724 -2.8094 0.3388
H -1.4128 -2.1292 0.1216
H -1.6869 -1.6865 -1.5743
H -3.1515 -0.6280 -0.0922
H -2.4112 0.6018 -0.9983
H -1.7269 -0.1971 1.7913
H -2.3499 1.3922 1.1615
H 1.2762 1.7244 2.3073
H -0.0151 0.8008 2.9667
H -0.2334 2.5180 2.4680
H -0.7496 3.0741 0.2630
H -0.4631 1.9605 -1.1315
H 0.8467 2.5861 -0.2391
H 1.0812 0.5395 -2.0953
H -0.5397 -0.0035 -2.5852
H 0.8640 -1.0050 -2.8262
Br 4.4741 -2.1842 0.7299

---

[5]
38
Properties=species:S:1:pos:R:3 method="wB97M-V/def2-TZVPD" spin_multiplicity=2 total_charge=+2 gap_ev="4.937 / 5.001"
I -6.3889 2.3374 0.0016
I -6.4872 0.0420 -1.4045
Ce 0.1400 -0.5343 -0.3881
P 0.1444 1.4996 -2.2941
C -1.1653 2.2982 -3.2724
C 1.3806 2.8170 -2.0545
H 1.7031 3.2757 -3.0000
H 1.3521 1.0389 -4.3608
H 2.2500 2.3997 -1.5320
H 1.8773 -0.0628 -3.0550
H -1.6630 3.0171 -2.6034
H 0.9361 3.5860 -1.4152
C 1.0102 0.4339 -3.5106
H -0.7645 2.7993 -4.1727
H 0.3236 -0.3417 -3.8716
H -1.8802 1.5059 -3.5427
P -0.7826 -1.1953 2.1786
C -2.4285 -1.4148 2.9136
C -0.1436 -2.9081 2.0528
H 1.2742 -0.4836 3.2140
H 0.2021 -1.1908 4.4515
H -0.1077 0.4434 3.8073
C 0.2359 -0.5624 3.5513
H 0.8922 -2.9183 1.6959
H -0.1730 -3.3993 3.0327
H -2.4016 -2.0127 3.8439
H -3.0361 -1.9062 2.1371
H -0.7530 -3.4875 1.3517
H -2.8123 -0.3988 3.0965
C -1.9987 0.4034 -0.2540
O -3.1012 0.7548 -0.2701
F 2.8917 0.8471 1.1918
C 2.6155 -0.0900 0.2106
F 3.3587 0.3091 -0.9274
C 3.2320 -1.4047 0.6715
F 4.5775 -1.3750 0.6166
F 2.8765 -1.6288 1.9812
F 2.8136 -2.4934 -0.0714

---

[6]
35
Properties=species:S:1:pos:R:3 method="wB97M-V/def2-TZVPD" total_charge=+1 gap_ev=6.332
F 1.4284 -3.0984 0.7436
P 2.8515 -2.2887 1.4438
C 3.3630 -0.7138 0.4524
C 2.3106 -0.3673 -0.7750
C 1.2666 0.8105 -0.2893
S -0.4654 0.1561 -0.5811
C -1.2216 -0.5799 0.9653
S -0.2370 -0.6040 2.3915
N -2.5974 -1.1924 1.1014
C -3.0580 -1.9009 -0.1535
C -3.9534 -0.9901 -1.1812
O -3.7315 0.4607 -1.0895
C -3.8174 0.9600 0.2912
C -3.6642 -0.1814 1.4577
H 2.6037 -1.9238 2.8409
H 3.9385 -3.2426 1.3907
H 4.4170 -0.9776 -0.0405
H 3.4449 0.2109 1.1717
H 1.7291 -1.3426 -1.1427
H 2.9727 0.0828 -1.6561
H 1.4128 1.1703 0.8146
H 1.3830 1.7660 -0.9946
H -3.7706 -2.7852 0.2126
H -2.1675 -2.4368 -0.7155
H -5.0949 -1.3038 -1.1034
H -3.6214 -1.3078 -2.2821
H -2.8976 1.7056 0.4348
H -4.7801 1.6241 0.4481
H -3.3988 0.3469 2.4725
H -4.6705 -0.7966 1.6319
C 4.0282 3.8861 -1.7015
Cl 2.9900 2.6988 -2.5001
Cl 4.7545 3.2130 -0.2370
H 4.8239 4.1827 -2.3892
H 3.4287 4.7591 -1.4324

---

[7]
34
Properties=species:S:1:pos:R:3 method="wB97M-V/def2-TZVPD" total_charge=+2 gap_ev=9.211
C -2.6892 -1.2031 -4.2207
C -1.9380 -1.0937 -2.9432
H -2.0585 -1.6898 -4.9714
H -2.9608 -0.1977 -4.5612
H -3.6024 -1.7948 -4.0743
O -0.8638 -1.5643 -2.6430
Cl -2.8654 -0.0928 -1.7363
Ga -0.1186 0.6599 0.0557
P -0.4685 -1.3868 1.0376
C 0.9437 -2.4595 1.4509
C -1.2611 -0.8310 2.5722
H -2.4724 -1.9995 -0.1754
H -2.0001 -3.2509 1.0307
H -1.1242 -3.1074 -0.5390
C -1.6240 -2.5531 0.2645
H -1.9511 -0.0117 2.3392
H -1.8172 -1.6640 3.0208
H 0.5900 -3.3579 1.9692
H 1.6534 -1.9185 2.0917
H -0.5026 -0.4677 3.2682
H 1.4504 -2.7580 0.5240
C 0.9399 -0.3535 -1.4228
O 1.6992 -0.7803 -2.1794
Cl -1.5764 2.2459 0.1636
C 1.4952 3.9673 0.7046
C 2.1337 2.6660 0.9911
C 3.6016 2.6175 1.2230
O 1.4756 1.5860 1.0683
H 2.1999 4.7787 0.9499
H 0.5713 4.1227 1.2944
H 1.2427 4.0697 -0.3601
H 3.8195 2.0355 2.1159
H 4.0929 2.1455 0.3630
H 3.9852 3.6413 1.3284

---

[8]
33
Properties=species:S:1:pos:R:3 method="wB97M-V/def2-TZVPD" total_charge=-1 gap_ev="5.447 / 6.822"
In 2.8956 -0.0496 -0.8685
Cl 1.4400 -1.8704 -0.3056
Cl 2.6520 1.8683 0.5906
C 4.8642 -0.7641 -0.6691
H 5.7138 -0.1280 -0.3682
H 5.1161 -1.8155 -0.8977
C -0.6301 1.3478 -0.9433
C 0.3432 1.0954 -1.7569
H -0.4473 1.9312 -0.0434
C 0.2165 0.0837 -2.8632
H 1.2705 1.6996 -1.7513
C -1.2307 0.0210 -3.3838
H 0.9351 0.2898 -3.6639
H 0.4714 -0.9241 -2.4797
C -2.1852 -0.1861 -2.2115
H -1.4665 0.9561 -3.9023
H -1.3350 -0.7769 -4.1289
C -2.0428 0.9002 -1.1315
H -3.2215 -0.2458 -2.5639
H -1.9497 -1.1427 -1.7267
H -2.6835 1.7498 -1.4119
H -2.4312 0.5461 -0.1694
C -2.1187 -0.7480 3.8272
N -0.6981 -0.8045 3.6750
C -0.0498 -0.0970 2.6782
N 1.3147 -0.1174 2.8078
O -0.6663 0.4623 1.7711
H -2.5652 -0.4283 2.8805
H -2.4045 -0.0347 4.6105
H -2.5101 -1.7306 4.1029
H -0.1394 -1.2248 4.4032
H 1.8417 0.4928 2.1854
H 1.7008 -0.3557 3.7082

---

[9]
36
Properties=species:S:1:pos:R:3 method="wB97M-V/def2-TZVPD" total_charge=+1 gap_ev=8.194
Pt 0.6868 0.0632 -0.0226
C -0.5919 -4.3400 -1.6424
N -1.6046 -3.2911 -1.7372
C -2.8813 -3.6894 -2.3257
C -1.4233 -2.1149 -1.1541
O -0.3797 -1.8322 -0.5359
C -2.5422 -1.0839 -1.2295
O -2.0051 -0.0065 -0.5436
C -2.6054 1.2402 -0.5550
C -1.5254 2.1416 0.0106
O -0.4272 1.6789 0.4161
N -1.7502 3.4381 0.1023
C -3.0252 4.0574 -0.2461
C -0.7589 4.3240 0.7227
H -0.4098 -4.7472 -2.6358
H -0.9445 -5.1388 -0.9886
H 0.3257 -3.9268 -1.2419
H -2.6828 -4.3496 -3.1668
H -3.4371 -2.8326 -2.6930
H -3.4907 -4.2307 -1.6000
H -3.4468 -1.4695 -0.7451
H -2.7786 -0.8392 -2.2713
H -3.4908 1.2680 0.0916
H -2.8956 1.5606 -1.5618
H -3.6095 3.4301 -0.9109
H -2.8243 4.9982 -0.7540
H -3.6095 4.2656 0.6515
H 0.1857 3.8018 0.8240
H -1.1089 4.6337 1.7077
H -0.6299 5.2020 0.0929
Cl 4.9532 -0.5001 0.1829
C 4.1533 -1.9670 -0.2765
Cl 2.3510 -1.8578 -0.4900
H 4.2995 -2.7132 0.4935
H 4.5243 -2.2922 -1.2397
Cl 2.3211 1.5206 0.4087

---

[10]
40
Properties=species:S:1:pos:R:3 method="wB97M-V/def2-TZVPD" smiles="CC[C@]1(C)COS(=O)(=O)O1.ClCCl.ClCCl.ClCCl.ClCCl" total_charge=0 gap_ev=11.216
C 1.2435 -0.9560 1.0950
C 1.9068 -0.4113 -0.1658
C 2.0719 1.1043 -0.2995
C 3.0089 1.4321 -1.4685
C 2.4696 1.8377 1.0152
O 1.4552 2.8123 1.3081
S 0.1098 2.5028 0.5293
O -0.4350 3.7117 0.0333
O -0.6933 1.6329 1.3260
O 0.7741 1.7021 -0.6528
H 0.2853 -0.4788 1.2924
H 1.8788 -0.8556 1.9764
H 1.0589 -2.0240 0.9707
H 1.3280 -0.7138 -1.0405
H 2.9035 -0.8477 -0.2702
H 3.9291 1.9060 -1.1279
H 2.5103 2.1074 -2.1609
H 3.2801 0.5306 -2.0160
H 2.5564 1.1590 1.8613
H 3.3939 2.3957 0.8938
Cl -0.5394 -0.9102 4.8087
C -0.9819 0.7450 4.3550
Cl -0.8596 1.8603 5.7232
H -0.3161 1.0784 3.5705
H -2.0061 0.7440 3.9998
Cl 0.9390 -2.7437 -2.6394
C 1.0135 -2.4237 -4.3787
Cl 1.7164 -0.8381 -4.7289
H 1.6354 -3.1821 -4.8379
H 0.0054 -2.4320 -4.7736
Cl -4.1885 -0.9795 7.6380
C -3.9392 -0.2286 6.0589
Cl -5.4621 0.1235 5.2281
H -3.4084 0.7050 6.2045
H -3.3670 -0.9144 5.4456
Cl -3.4308 -2.4177 -8.4923
C -3.1675 -1.8157 -6.8554
Cl -1.4649 -1.4269 -6.5486
H -3.7436 -0.9082 -6.7234
H -3.4702 -2.5828 -6.1535

---

[11]
36
Properties=species:S:1:pos:R:3 method="wB97M-V/def2-TZVPD" total_charge=+2 gap_ev=7.477
C 1.8069 1.6818 -1.3357
C 0.4149 2.1900 -1.5936
H 2.5354 2.2725 -1.9211
H 1.9363 0.6257 -1.6130
H 2.0407 1.7989 -0.2717
O -0.0660 3.2108 -1.0979
I -0.9715 0.2611 0.2093
La 1.5344 -1.7627 1.2621
P -0.4873 1.4774 -3.0814
C -2.1921 2.0270 -2.9932
C 0.2485 2.2321 -4.5401
H 0.7043 -0.6238 -3.2187
H -0.7982 -0.5967 -4.1888
H -0.8772 -0.8046 -2.4120
C -0.3445 -0.3024 -3.2297
H 1.1152 1.6455 -4.8744
H -0.5110 2.2372 -5.3348
H -2.5829 2.0680 -4.0203
H -2.2144 3.0312 -2.5474
H 0.5528 3.2664 -4.3305
H -2.7944 1.3350 -2.3910
C 1.7012 0.6239 2.1951
O 1.6336 1.6640 2.6933
Cl 2.7288 -3.3099 -0.3826
S 2.5801 -1.7098 3.8106
C 0.9006 -1.9836 4.0126
N 0.0541 -1.3507 4.8230
C -1.3523 -1.7021 4.5816
C -1.2690 -2.8863 3.6411
N 0.1397 -2.8138 3.1527
H 0.3410 -0.6163 5.4675
H -1.8742 -0.8670 4.0988
H -1.8500 -1.9364 5.5267
H -1.9343 -2.8144 2.7796
H -1.4281 -3.8392 4.1524
H 0.5787 -3.7289 2.9713

---

[12]
35
Properties=species:S:1:pos:R:3 method="wB97M-V/def2-TZVPD" total_charge=+1 gap_ev=8.600
C 4.2478 -1.6279 1.2450
C 3.5433 -0.3225 1.4642
O 4.0803 0.7573 1.5556
O 2.1886 -0.4815 1.5779
C 1.4500 0.7362 1.6818
C 0.0613 0.5059 1.0624
C -0.3227 -0.9647 1.0913
N -1.8197 -1.1095 0.7654
Cl -2.0501 -1.9126 -0.7573
C -2.6144 -1.8287 1.8559
N -4.0195 -1.5670 1.8399
H 3.6378 -2.2808 0.6308
H 5.2116 -1.4360 0.8009
H 4.3632 -2.1155 2.2093
H 1.9500 1.5328 1.1496
H 1.3403 0.9887 2.7308
H -0.6777 1.0903 1.6105
H 0.0602 0.8599 0.0342
H 0.2321 -1.5289 0.3567
H -0.1697 -1.4035 2.0704
H -2.2043 -0.1705 0.6689
H -2.4222 -2.8867 1.7244
H -2.2124 -1.4925 2.8038
H -4.2057 -0.6200 2.1473
H -4.4228 -1.6661 0.9158
C -1.2360 1.4139 -2.8386
C -0.8628 1.8110 -4.2532
O 0.1631 2.7835 -4.0221
C 0.7175 2.5605 -2.8110
O 1.6897 3.0752 -2.3882
O -0.0237 1.6398 -2.1206
H -1.5344 0.3722 -2.7437
H -2.0170 2.0549 -2.4226
H -0.4385 0.9828 -4.8226
H -1.6832 2.2497 -4.8130